[1]
20
Properties=species:S:1:pos:R:3:lowdin_charge:R:1 method="wB97M-V/def2-TZVPD" energy_ha=-473.86658 e_homo_ev=-14.51 gap_ev=10.727 smiles="[NH2+]=C1NC(=O)NC12CCC2" spin_multiplicity=1 charge=+1
C -0.66 1.11 -0.03 -0.20
C -2.41 -0.42 -0.05 -0.46
C 1.99 -0.56 -0.03 -0.10
C 0.87 -0.55 1.03 -0.05
C 0.92 -0.88 -1.14 -0.01
C -0.14 -0.33 -0.12 -0.30
N -1.94 0.98 0.05 0.26
N -1.32 -1.16 -0.16 0.20
N 0.16 2.14 0.02 0.27
O -3.58 -0.62 -0.10 0.17
H 2.46 0.32 -0.04 0.06
H 2.62 -1.43 -0.07 0.12
H 0.81 -1.45 1.44 0.09
H 1.01 0.16 1.72 0.09
H 1.09 -0.30 -2.03 0.11
H 0.84 -1.89 -1.38 0.10
H -2.47 1.82 0.22 0.19
H -1.35 -2.07 0.20 0.17
H 1.16 2.04 0.20 0.14
H -0.06 3.08 0.25 0.13

[2]
20
Properties=species:S:1:pos:R:3:lowdin_charge:R:1 method="wB97M-V/def2-TZVPD" energy_ha=-473.87519 e_homo_ev=-11.42 gap_ev=8.060 smiles="C/C(N)=[NH+]/c1ccoc1N" spin_multiplicity=1 charge=+1
C -1.28 -1.47 -0.57 -0.03
C -2.61 -1.47 -0.23 -0.09
C -0.77 -0.13 -0.46 -0.21
C -1.87 0.55 0.13 -0.27
C 1.59 0.00 0.10 -0.36
C 2.80 0.71 -0.26 0.01
N -1.98 1.88 0.50 0.20
N 1.51 -1.08 0.87 0.22
N 0.49 0.41 -0.54 0.11
O -2.95 -0.22 0.20 0.09
H -0.62 -2.37 -0.72 0.13
H -3.37 -2.21 -0.42 0.13
H 3.09 0.16 -1.15 0.11
H 2.71 1.77 -0.54 0.11
H 3.68 0.77 0.47 0.14
H -1.16 2.35 0.64 0.07
H -2.86 2.27 0.70 0.11
H 2.24 -1.23 1.58 0.16
H 0.57 -1.54 1.13 0.17
H 0.80 0.88 -1.42 0.19

[3]
21
Properties=species:S:1:pos:R:3:lowdin_charge:R:1 method="wB97M-V/def2-TZVPD" energy_ha=-548.97767 e_homo_ev=-13.08 gap_ev=8.431 spin_multiplicity=1 charge=+1
C 0.98 0.85 0.14 -0.21
C -0.16 -1.46 0.09 -0.20
C 3.25 -0.36 -0.36 -0.14
C -2.57 -0.02 1.15 -0.04
C -2.27 -0.23 -1.41 -0.04
C -1.81 0.39 -0.07 -0.30
N 2.28 0.46 0.26 0.06
N -0.40 -0.26 0.09 0.11
N 4.47 -0.01 -0.10 0.05
O 0.46 1.94 0.13 0.16
O 0.16 -2.55 0.28 0.31
H -3.72 0.12 0.88 0.15
H -2.52 -1.01 1.44 0.05
H -2.21 0.52 2.10 0.13
H -1.62 -0.40 -2.22 0.07
H -3.17 0.39 -1.77 0.13
H -2.59 -1.21 -1.25 0.06
H -1.53 1.48 -0.35 0.17
H 2.80 1.09 0.96 0.19
H 4.90 0.79 0.53 0.18
H 5.26 -0.52 -0.54 0.12

[4]
26
Properties=species:S:1:pos:R:3:lowdin_charge:R:1 method="wB97M-V/def2-TZVPD" energy_ha=-1814.00636 e_homo_ev=-10.26 gap_ev=6.400 spin_multiplicity=1 charge=+1
Pb -1.18 -0.10 0.24 0.54
Te 1.91 1.58 2.52 0.84
Te -0.28 0.18 3.16 0.18
Te -2.18 1.96 2.21 0.10
Te -3.95 0.10 1.33 0.04
C 0.95 1.52 -3.93 0.00
C 0.64 0.97 -2.57 -0.27
N -0.48 0.42 -2.30 -0.10
O -1.34 0.39 -3.36 -0.01
C 1.67 1.01 -1.49 -0.27
C 3.11 1.08 -1.89 0.00
N 1.27 0.97 -0.27 -0.14
O 2.27 0.88 0.65 -0.68
H 0.06 2.01 -4.32 0.09
H 1.18 0.70 -4.62 0.11
H 1.78 2.21 -3.91 0.09
H -2.14 -0.04 -3.03 0.11
H 3.28 0.56 -2.83 0.09
H 3.74 0.65 -1.11 0.08
H 3.40 2.12 -2.02 0.11
C 0.98 -4.75 0.38 -0.03
C 0.28 -3.48 0.38 -0.20
N -0.27 -2.48 0.38 0.04
H 1.36 -4.95 -0.62 0.10
H 0.30 -5.55 0.67 0.10
H 1.80 -4.71 1.08 0.10

[5]
24
Properties=species:S:1:pos:R:3:lowdin_charge:R:1 method="wB97M-V/def2-TZVPD" energy_ha=-1098.06592 e_homo_ev=-5.19 gap_ev=8.640 spin_multiplicity=1 charge=-1
C 2.57 0.68 0.22 -0.55
C 0.68 1.82 -0.48 -0.51
C -2.14 0.11 -1.38 -0.08
C -2.34 0.84 1.23 -0.02
C 2.48 -1.68 0.86 -0.06
C -1.60 0.02 0.02 -0.50
N 1.91 1.74 -0.42 0.18
N 2.02 -0.57 0.08 -0.18
N -0.23 0.28 0.16 -0.16
O 3.64 0.84 0.79 0.03
O -0.15 2.57 -0.75 0.11
O 0.04 -2.09 -0.46 -0.32
O 0.85 -0.37 -2.09 -0.27
S 0.55 -0.73 -0.74 0.60
H -3.16 -0.10 -1.12 0.06
H -2.16 1.14 -1.80 0.09
H -1.81 -0.78 -1.91 0.07
H -2.20 1.83 1.00 0.02
H -1.69 0.52 2.03 0.06
H -3.44 0.71 1.41 0.08
H 2.45 -2.50 0.25 0.05
H 3.56 -1.38 1.10 0.11
H 1.91 -1.80 1.76 0.08
H -1.73 -1.08 0.24 0.12

[6]
26
Properties=species:S:1:pos:R:3:lowdin_charge:R:1 method="wB97M-V/def2-TZVPD" energy_ha=-1514.50377 e_homo_ev=-9.43 gap_ev=9.173 spin_multiplicity=1
N 0.80 0.48 3.05 -0.27
P 0.59 0.99 1.60 0.62
O -0.27 2.39 1.61 -0.54
S -1.35 2.86 0.45 0.92
O -1.34 1.81 -0.55 -0.43
O -2.69 2.74 1.34 -0.30
C -3.01 1.52 1.99 -0.26
O -3.68 0.67 1.09 -0.06
N -2.93 -0.54 0.90 -0.01
O -3.24 -1.06 -0.09 0.09
H 0.39 -0.44 3.20 -0.03
H -0.06 0.04 0.81 -0.01
H 1.80 1.32 1.01 0.02
H -2.12 1.03 2.40 0.10
H -3.68 1.77 2.80 0.14
N 1.36 -2.04 -0.59 0.05
C 0.53 -1.49 -1.47 -0.17
C 0.93 -0.94 -2.68 -0.07
C 2.28 -0.96 -2.98 -0.08
C 3.16 -1.52 -2.08 -0.07
C 2.65 -2.05 -0.90 -0.16
H -0.52 -1.50 -1.20 0.09
H 0.21 -0.51 -3.35 0.10
H 2.64 -0.54 -3.91 0.11
H 4.23 -1.56 -2.27 0.10
H 3.31 -2.50 -0.17 0.10

[7]
21
Properties=species:S:1:pos:R:3:lowdin_charge:R:1 method="wB97M-V/def2-TZVPD" energy_ha=-871.93611 e_homo_ev=-11.90 gap_ev=8.226 spin_multiplicity=1 charge=+1
C 1.57 -2.08 0.67 -0.08
C 1.93 -1.11 1.48 -0.19
C -0.18 2.37 -0.01 -0.28
C -0.03 -0.52 -0.29 -0.54
C -2.88 0.47 -0.33 -0.30
C 0.49 0.35 -1.18 -0.11
N 0.46 -1.86 -0.31 0.01
N 0.20 1.67 -1.20 0.07
N 2.51 -0.29 2.10 0.25
O -0.42 1.84 1.05 -0.03
S -1.58 -0.48 0.60 0.93
H 2.27 -3.00 0.43 0.18
H -0.33 3.53 -0.11 0.17
H -3.00 1.30 0.35 0.02
H -3.80 -0.23 -0.18 0.08
H -2.52 0.57 -1.36 0.04
H 1.29 -0.06 -1.75 0.14
H -0.16 -2.49 0.03 0.09
H 0.57 2.32 -1.90 0.16
H 2.64 -0.09 3.14 0.16
H 0.94 -2.19 -1.22 0.22

[8]
20
Properties=species:S:1:pos:R:3:lowdin_charge:R:1 method="wB97M-V/def2-TZVPD" energy_ha=-796.77616 e_homo_ev=-11.57 gap_ev=6.772 smiles="CS/N=c1/[nH]ccc[n+]1C" spin_multiplicity=1 charge=+1
C -2.84 0.33 0.33 -0.03
C -2.18 -0.90 0.24 0.05
C -2.20 1.48 0.10 -0.01
C -0.10 0.23 -0.11 -0.38
C -0.23 -2.19 -0.17 0.00
C 3.63 0.99 0.03 -0.36
N -0.90 1.37 -0.22 0.15
N -0.87 -0.92 0.03 -0.05
N 1.16 0.38 0.00 -0.28
S 2.56 -0.46 0.06 0.88
H -3.86 0.44 0.58 0.11
H -2.64 -1.98 0.20 0.20
H -2.58 2.46 -0.09 0.16
H 0.50 -2.41 0.72 0.16
H -0.94 -2.91 -0.40 0.08
H 0.23 -2.08 -1.08 0.08
H 3.09 1.78 0.59 0.05
H 3.85 1.34 -0.92 0.01
H 4.58 0.93 0.54 0.04
H -0.26 2.10 -0.42 0.16

[9]
22
Properties=species:S:1:pos:R:3:lowdin_charge:R:1 method="wB97M-V/def2-TZVPD" energy_ha=-603.89205 e_homo_ev=-8.73 gap_ev=8.848 smiles="NN[C@@]1([N+](=O)[O-])C=CC=C[C@H]1N" spin_multiplicity=1
C -1.83 1.46 -0.35 -0.10
C -1.15 0.89 -1.51 -0.17
C -1.59 0.90 0.83 -0.09
C -0.03 0.26 -1.54 0.06
C -0.59 -0.16 1.07 -0.34
C 0.67 -0.06 0.19 -0.19
N -1.24 -1.49 1.04 0.07
N 2.61 -1.69 -0.30 -0.03
N 1.51 -1.27 0.46 -0.08
N 1.38 1.27 0.27 -0.35
O 2.59 1.17 0.06 0.05
O 0.79 2.25 0.57 0.12
H -2.63 2.25 -0.57 0.14
H -1.65 1.14 -2.50 0.13
H -2.17 1.27 1.62 0.10
H 0.54 -0.16 -2.38 0.09
H -0.13 -0.06 2.05 0.15
H -1.52 -1.68 2.00 0.09
H -1.97 -1.41 0.30 0.10
H 3.17 -0.78 -0.53 0.10
H 2.26 -1.99 -1.24 0.07
H 0.98 -2.12 0.44 0.09

[10]
25
Properties=species:S:1:pos:R:3:lowdin_charge:R:1 method="wB97M-V/def2-TZVPD" energy_ha=-1111.73875 e_homo_ev="-8.43 / -8.43" gap_ev="8.436 / 8.440" spin_multiplicity=1
C -0.67 0.52 0.06 -0.14
C -1.62 2.40 -0.51 -0.46
C -2.69 0.44 -0.63 -0.47
C 1.76 -0.39 -0.81 -0.75
C 2.73 -2.10 2.06 -0.25
C 1.55 -0.22 0.60 -0.17
N -0.58 1.80 0.00 0.17
N -1.61 -0.30 -0.23 0.18
N -2.71 1.72 -0.84 0.19
N -1.54 3.71 -0.78 0.17
N -3.73 -0.30 -0.96 0.18
N 1.76 -1.66 -1.25 0.15
O 2.00 0.52 -1.52 0.06
O 0.60 -0.82 2.90 -0.52
S 1.00 -1.56 1.72 0.83
H 2.53 -3.11 2.35 0.02
H 3.22 -1.59 2.89 0.07
H 3.41 -2.19 1.24 0.04
H 2.04 0.61 0.99 0.09
H -0.67 4.13 -1.01 0.10
H -2.11 3.89 -1.59 0.10
H -3.75 -1.09 -0.43 0.07
H -4.56 0.00 -1.43 0.11
H 1.72 -2.54 -0.61 0.13
H 1.90 -1.89 -2.20 0.10